1.
8
Properties=species:S:1:pos:R:3 method="wB97M-V/def2-TZVPD" multiplicity=1 homo_lumo_gap_ev="7.1 / 9.2" e_above_lowest_kcal_mol=82.9 total_charge=0 lumo_energy_ha="-0.0742 / -0.0173" energy_ha=-688.27468
C 1.5216 0.3577 -0.3679
O -1.3079 -1.6390 0.6163
O -2.0348 0.1793 -0.8377
F 2.1436 -0.4353 0.4596
S -1.2077 -0.2355 0.2731
H 1.1020 -0.0285 -1.3845
H 1.5089 1.3472 -0.1040
H -1.7257 0.4541 1.3451

2.
14
Properties=species:S:1:pos:R:3 method="wB97M-V/def2-TZVPD" multiplicity=1 homo_lumo_gap_ev="5.7 / 5.7" e_above_lowest_kcal_mol=96.8 total_charge=0 lumo_energy_ha="-0.0329 / -0.0329" energy_ha=-324.57017
O 0.1997 -2.4417 -2.1123
C -0.6114 -1.8879 -1.3542
C -0.2944 -0.8601 -0.4790
C 1.0076 -0.1306 -0.3417
N 0.2611 0.7917 0.5699
C 0.5994 1.8249 1.2171
C -1.0426 0.0751 0.4291
H -1.6801 -2.2119 -1.3397
H 1.8478 -0.6001 0.1960
H 1.4208 0.4228 -1.2026
H 1.6282 2.1732 1.1596
H -0.1414 2.3457 1.8202
H -1.3933 -0.2663 1.4203
H -1.8014 0.7651 0.0173

3.
37
Properties=species:S:1:pos:R:3 method="wB97M-V/def2-TZVPD" multiplicity=1 homo_lumo_gap_ev=9.6 total_charge=0 smiles="C=CC[C@H](NCc1ccccc1)c1ccc(Cl)cc1" lumo_energy_ha=0.0307 energy_ha=-1173.52769
C -1.2151 0.8257 -2.3176
C -1.5709 0.2830 -1.1673
C -0.9881 0.6656 0.1533
C -0.1534 -0.5007 0.7524
N 0.9443 -0.9190 -0.0977
C 2.2225 -0.2622 0.1205
C 2.2564 1.1914 -0.2873
C 2.2685 1.5302 -1.6356
C 2.2353 2.8553 -2.0305
C 2.1905 3.8616 -1.0797
C 2.1854 3.5352 0.2654
C 2.2178 2.2081 0.6581
C -1.0735 -1.6662 1.0523
C -1.0754 -2.8163 0.2750
C -1.9486 -3.8551 0.5446
C -2.8321 -3.7435 1.6045
Cl -3.9313 -5.0366 1.9459
C -2.8417 -2.6094 2.3997
C -1.9620 -1.5809 2.1184
H -1.6471 0.5157 -3.2542
H -0.4836 1.6171 -2.3667
H -2.3047 -0.5124 -1.1370
H -0.3475 1.5419 0.0393
H -1.7921 0.9089 0.8511
H 0.2705 -0.1556 1.7033
H 0.6715 -0.8344 -1.0726
H 2.9647 -0.8206 -0.4597
H 2.4731 -0.3643 1.1799
H 2.3047 0.7460 -2.3797
H 2.2455 3.1048 -3.0818
H 2.1630 4.8965 -1.3869
H 2.1549 4.3162 1.0112
H 2.2135 1.9588 1.7103
H -0.3761 -2.9030 -0.5405
H -1.9448 -4.7462 -0.0636
H -3.5276 -2.5356 3.2291
H -1.9660 -0.6997 2.7442

4.
40
Properties=species:S:1:pos:R:3 method="wB97M-V/def2-TZVPD" multiplicity=1 homo_lumo_gap_ev=6.7 e_above_lowest_kcal_mol=0.0 total_charge=+1 lumo_energy_ha=-0.1850 energy_ha=-813.95310
C 1.1314 -5.0173 2.8617
O 1.6412 -5.0886 1.5152
C 2.8508 -4.6928 1.2195
C 3.0928 -3.9292 0.0235
C 4.3095 -3.1870 -0.1173
C 4.6117 -2.5918 -1.3380
C 3.7688 -2.6987 -2.4467
C 4.2376 -2.1626 -3.7783
C 2.4932 -3.2718 -2.2548
C 2.1455 -3.8772 -1.0535
H 0.0630 -5.2110 2.7999
H 1.5972 -5.7814 3.4974
H 1.3017 -4.0218 3.3023
H 3.6348 -4.8984 1.9696
H 4.9891 -3.1638 0.7405
H 5.5565 -2.0487 -1.4755
H 3.4793 -2.2774 -4.5553
H 4.4846 -1.0990 -3.6914
H 5.1529 -2.6702 -4.1058
H 1.7864 -3.2644 -3.0868
H 1.1832 -4.3891 -0.9265
C 2.6132 -10.0018 7.7041
O 3.2835 -10.7430 6.6419
C 3.5005 -10.1142 5.4649
C 4.1407 -10.8215 4.4298
C 4.3616 -10.2262 3.2038
N 3.9892 -8.9335 2.9531
B 4.1875 -8.2119 1.5764
H 3.6801 -7.0552 1.6360
C 3.4086 -8.2315 3.9579
C 3.1276 -8.7842 5.1978
H 2.5900 -10.7283 8.5139
H 3.1949 -9.1149 8.0053
H 1.5867 -9.7247 7.4121
H 4.4371 -11.8422 4.6403
H 4.8479 -10.7940 2.4017
H 5.3713 -8.0793 1.3551
H 3.5983 -8.8226 0.7118
H 3.1560 -7.1823 3.7523
H 2.6235 -8.1777 5.9477

5.
26
Properties=species:S:1:pos:R:3 method="wB97M-V/def2-TZVPD" multiplicity=1 homo_lumo_gap_ev=8.7 e_above_lowest_kcal_mol=4.2 total_charge=0 smiles=Cc1nnc(SCc2nnc(-c3cccs3)o2)s1 lumo_energy_ha=0.0022 energy_ha=-1874.65144
C 4.2981 -2.2408 -0.0041
C 3.6463 -0.9968 -0.4602
N 3.2732 -0.7627 -1.6665
N 2.6802 0.4032 -1.8476
C 2.5867 1.1068 -0.7751
S 1.8909 2.6973 -0.7540
C 1.0328 2.6324 0.8826
C 0.0936 1.5017 0.8839
N 0.3235 0.2985 1.3041
N -0.7737 -0.4309 1.0551
C -1.6356 0.3638 0.4849
C -2.9452 0.0237 0.0415
C -3.5501 -1.2051 0.1233
C -4.8491 -1.1961 -0.4103
C -5.2128 0.0273 -0.8863
S -3.9796 1.2014 -0.6973
O -1.1409 1.6174 0.3490
S 3.2853 0.3220 0.6411
H 5.2679 -2.0213 0.4400
H 3.6814 -2.7290 0.7495
H 4.4279 -2.9054 -0.8537
H 0.5105 3.5830 0.9656
H 1.7787 2.5171 1.6662
H -3.0603 -2.0594 0.5514
H -5.4888 -2.0592 -0.4413
H -6.1407 0.3112 -1.3419

6.
14
Properties=species:S:1:pos:R:3 method="wB97M-V/def2-TZVPD" multiplicity=1 homo_lumo_gap_ev=10.7 e_above_lowest_kcal_mol=64.1 total_charge=0 lumo_energy_ha=0.0363 energy_ha=-307.61024
C 0.1620 1.5789 1.0346
O -0.9329 1.0133 0.3528
C -0.6940 -0.1093 -0.4236
C 0.5442 -0.4675 -1.2869
O 0.2743 -1.8520 -0.9742
C -0.3690 -1.4271 0.2467
H 1.0723 0.9672 0.9939
H 0.3609 2.5529 0.5791
H -0.1040 1.7102 2.0880
H -1.5683 -0.2271 -1.0675
H 1.5094 -0.1679 -0.8498
H 0.5568 -0.2496 -2.3603
H 0.3870 -1.2948 1.0362
H -1.1989 -2.0272 0.6310

7.
13
Properties=species:S:1:pos:R:3 method="wB97M-V/def2-TZVPD" multiplicity=1 homo_lumo_gap_ev=10.8 e_above_lowest_kcal_mol=35.4 total_charge=0 smiles="C=C(C)CC#N" lumo_energy_ha=0.0276 energy_ha=-249.41689
C 1.3365 -0.9020 -0.5469
C 0.3714 -0.1428 0.0038
C 0.6388 1.3354 0.0627
C -0.9300 -0.7480 0.5846
C -2.0957 -0.1320 -0.0628
N -3.0483 0.2545 -0.6338
H 2.1864 -0.1897 -0.9594
H 1.3218 -1.9818 -0.7844
H 1.7101 1.3018 -0.1474
H 0.4409 1.7050 1.1106
H 0.1348 1.9407 -0.7104
H -1.0353 -1.9069 0.4272
H -1.0314 -0.5343 1.6561

8.
19
Properties=species:S:1:pos:R:3 method="wB97M-V/def2-TZVPD" multiplicity=1 homo_lumo_gap_ev=12.5 e_above_lowest_kcal_mol=13.5 total_charge=0 smiles=CCC.CC lumo_energy_ha=0.0420 energy_ha=-198.86767
C 0.3946 0.4557 2.5801
C -0.8178 0.6988 1.6004
C -0.4621 1.6675 0.4346
H 1.3179 0.3852 2.0221
H 0.1942 -0.4299 3.1846
H 0.3611 1.2758 3.2941
H -1.1572 -0.2798 1.2687
H -1.5584 1.1222 2.2735
H 0.4326 2.1480 0.8225
H -0.3057 1.1399 -0.4957
H -1.2972 2.3611 0.3872
C -0.1507 -1.7625 -1.8957
C 0.9360 -0.9796 -2.5867
H 0.3846 -2.2714 -1.0818
H -0.9851 -1.2347 -1.4416
H -0.5505 -2.5961 -2.4747
H 0.7126 -0.5956 -3.5819
H 1.9112 -1.4729 -2.6458
H 1.2188 -0.1004 -2.0050

9.
55
Properties=species:S:1:pos:R:3 method="wB97M-V/def2-TZVPD" multiplicity=1 homo_lumo_gap_ev=6.6 e_above_lowest_kcal_mol=73.3 total_charge=0 lumo_energy_ha=-0.0843 energy_ha=-6959.57229
Hf -0.0376 -0.2513 -0.6613
C -2.1352 1.1383 2.9147
C -2.1977 -0.1857 2.2434
N -1.4560 -0.6734 1.2508
C -1.9181 -1.9663 1.0397
C -2.9212 -2.2518 1.9026
N -3.0753 -1.1168 2.6522
C -3.8024 -3.4120 2.1996
O -3.7228 -4.4441 1.3901
O -4.5653 -3.3344 3.1313
C -1.3175 -2.8352 0.0063
O -1.7813 -3.9389 -0.2218
O -0.2892 -2.3039 -0.5859
H -1.8476 1.9099 2.2102
H -1.3852 1.1275 3.7048
H -3.1060 1.3705 3.3517
H -3.7513 -1.0462 3.3984
H -3.0703 -4.2631 0.6620
C 2.4998 2.6618 3.0079
S 1.1800 1.5888 2.4428
C 1.7300 0.0387 3.1654
H 2.4816 2.7809 4.0905
H 2.3637 3.6396 2.5481
H 3.4693 2.2655 2.7026
H 2.7648 -0.1579 2.8827
H 1.1253 -0.7701 2.7570
H 1.6329 0.0462 4.2509
Se 1.4023 2.6496 -2.3904
N 0.3201 4.0032 -2.6164
C -0.6979 3.8480 -1.7948
C -1.8807 4.6490 -1.7827
C -2.8878 4.2399 -0.9812
C -2.7250 3.0702 -0.1641
N -1.6518 2.3403 -0.0897
C -0.6410 2.7192 -0.9248
N 0.4473 1.9625 -1.0177
H -1.9604 5.5142 -2.4258
H -3.8289 4.7697 -0.9466
H -3.5592 2.7636 0.4607
O -1.8097 -1.1978 -4.2422
Se -1.2970 -0.0670 -3.2282
O 0.3284 -0.3465 -2.6864
O -1.9198 -0.2555 -1.6426
O -1.4094 1.4987 -3.6452
F 6.2825 -1.3571 -0.2714
C 4.9564 -1.1109 -0.2694
C 4.0809 -2.1558 -0.4672
C 2.7179 -1.8799 -0.4612
C 2.1937 -0.5921 -0.2537
C 3.1539 0.4206 -0.0745
C 4.5223 0.1854 -0.0742
H 4.4592 -3.1562 -0.6295
H 2.0473 -2.7123 -0.6398
H 2.8276 1.4415 0.1006
H 5.2438 0.9798 0.0667